# 1
{
  "formula": "C5H10O5",
  "method": "ωB97M-V/def2-TZVPD",
  "symbols": ["H", "C", "O", "C", "C", "C", "H", "C", "O", "H", "O", "H", "O", "O", "H", "H", "H", "H", "H", "H"],
  "xyz": [[1.6833, -1.3254, -0.0523], [1.4720, -2.2790, 0.4588], [0.5001, -2.5080, 1.1599], [-1.1169, 0.0425, -0.2865], [-1.6638, -0.2073, 1.0937], [0.0858, 1.0574, -0.3835], [0.9167, 0.4501, -0.7586], [-0.2903, 2.1193, -1.4134], [0.3027, 3.3310, -1.0151], [-0.0179, 4.0259, -1.6156], [0.4018, 1.5748, 0.8820], [0.6362, 2.5181, 0.7573], [-1.5272, -0.4966, -1.3096], [2.4493, -3.1459, 0.2171], [2.7425, -2.9687, -0.7084], [-1.1346, 0.4137, 1.8205], [-2.7448, 0.0140, 1.1273], [-1.4577, -1.2730, 1.2717], [0.0855, 1.7755, -2.3870], [-1.3873, 2.2079, -1.4531]],
  "atomic_forces_ev_per_a": [[-0.475, 0.129, 0.132], [-2.171, 0.194, 1.187], [2.247, 0.457, -1.231], [0.116, 0.077, -0.817], [-0.134, -0.071, -0.176], [-0.739, -1.167, 0.157], [0.157, 0.174, -0.067], [-0.377, -0.447, -0.248], [0.033, 0.833, -0.508], [0.284, -0.300, 0.466], [0.186, 0.808, -0.207], [-0.136, -0.592, 0.052], [0.624, 0.766, 1.309], [0.311, -0.757, -1.130], [0.216, -0.167, 1.055], [-0.226, -0.304, -0.084], [0.427, -0.292, -0.096], [-0.340, 0.355, 0.204], [-0.265, 0.210, 0.105], [0.261, 0.094, -0.103]],
  "lowdin_charge": [0.1225, -0.3653, 0.0734, -0.3733, 0.0008, -0.3072, 0.1243, -0.1979, -0.0603, 0.1122, -0.0293, 0.1026, 0.0660, 0.0827, 0.1321, 0.0748, 0.0987, 0.0775, 0.1325, 0.1332],
  "total_charge": 0,
  "lumo_energy_ev": 0.361,
  "smiles": "CC(=O)[C@H](O)CO.O=CO",
  "e_above_lowest_kj_mol": 153.18
}


# 2
{
  "formula": "C12H15BeO4",
  "method": "ωB97M-V/def2-TZVPD",
  "symbols": ["Be", "C", "C", "C", "C", "C", "C", "C", "C", "C", "C", "H", "H", "H", "H", "H", "H", "H", "H", "H", "H", "H", "H", "H", "H", "H", "O", "C", "O", "C", "O", "O"],
  "xyz": [[0.5928, -0.6620, -0.1470], [-0.4551, 0.9273, -1.0066], [0.3400, 1.4031, 0.0523], [-0.0053, 0.6657, 1.2216], [-1.0959, -0.1894, 0.8988], [-1.3420, -0.0652, -0.4851], [-2.4011, -0.7769, -1.2725], [-1.7693, -1.1240, 1.8540], [0.5354, 0.9085, 2.5995], [1.4451, 2.4089, -0.0336], [-0.4373, 1.4076, -2.4252], [-3.2867, -0.1477, -1.4068], [-2.7147, -1.6974, -0.7790], [-2.0472, -1.0562, -2.2676], [-2.0275, -0.6085, 2.7829], [-1.1322, -1.9771, 2.1030], [-2.6926, -1.5202, 1.4300], [-0.0384, 1.6829, 3.1186], [1.5770, 1.2358, 2.5705], [0.4976, 0.0053, 3.2124], [1.3830, 3.1304, 0.7855], [1.3949, 2.9681, -0.9684], [2.4284, 1.9316, 0.0075], [-1.2033, 2.1711, -2.5936], [-0.6295, 0.5946, -3.1288], [0.5295, 1.8357, -2.6921], [1.9539, -4.0017, -0.1825], [1.6659, -2.8306, -0.2612], [0.5707, -2.2604, 0.1595], [2.6125, -1.7560, -0.9146], [3.6977, -2.0252, -1.3736], [2.0537, -0.5784, -0.8579]],
  "atomic_forces_ev_per_a": [[0.242, -0.246, -0.099], [-0.141, 0.079, 0.151], [-0.121, -0.084, 0.073], [-0.264, 0.227, -0.044], [0.047, 0.156, -0.050], [-0.041, 0.146, 0.045], [0.090, -0.087, -0.005], [0.040, -0.062, 0.032], [0.132, -0.140, -0.038], [0.070, -0.033, -0.005], [0.100, -0.092, -0.029], [-0.015, -0.009, -0.007], [0.018, 0.016, 0.003], [0.011, 0.020, 0.015], [-0.019, -0.010, 0.006], [0.000, 0.036, -0.034], [0.000, 0.006, 0.011], [-0.003, 0.012, 0.018], [-0.024, -0.004, -0.019], [-0.013, 0.009, -0.030], [0.003, 0.011, -0.005], [-0.003, 0.001, 0.011], [-0.040, -0.011, -0.007], [-0.001, 0.013, -0.025], [-0.004, -0.002, 0.025], [-0.005, -0.012, 0.020], [-0.003, -0.163, 0.037], [0.013, 0.311, -0.104], [0.049, -0.011, -0.034], [-0.247, -0.012, 0.235], [0.135, 0.001, -0.106], [-0.004, -0.069, -0.040]],
  "lowdin_charge": [0.1535, -0.2363, -0.2397, -0.2444, -0.2443, -0.2366, -0.0347, -0.0354, -0.0352, -0.0362, -0.0346, 0.0771, 0.0697, 0.0723, 0.0734, 0.0807, 0.0666, 0.0775, 0.0740, 0.0752, 0.0726, 0.0666, 0.0819, 0.0771, 0.0718, 0.0709, 0.0664, -0.5040, -0.0053, -0.5035, 0.0663, -0.0034],
  "total_charge": -1,
  "lumo_energy_ev": 3.212
}


Please write out number 2 again, unchanged.
{
  "formula": "C12H15BeO4",
  "method": "ωB97M-V/def2-TZVPD",
  "symbols": ["Be", "C", "C", "C", "C", "C", "C", "C", "C", "C", "C", "H", "H", "H", "H", "H", "H", "H", "H", "H", "H", "H", "H", "H", "H", "H", "O", "C", "O", "C", "O", "O"],
  "xyz": [[0.5928, -0.6620, -0.1470], [-0.4551, 0.9273, -1.0066], [0.3400, 1.4031, 0.0523], [-0.0053, 0.6657, 1.2216], [-1.0959, -0.1894, 0.8988], [-1.3420, -0.0652, -0.4851], [-2.4011, -0.7769, -1.2725], [-1.7693, -1.1240, 1.8540], [0.5354, 0.9085, 2.5995], [1.4451, 2.4089, -0.0336], [-0.4373, 1.4076, -2.4252], [-3.2867, -0.1477, -1.4068], [-2.7147, -1.6974, -0.7790], [-2.0472, -1.0562, -2.2676], [-2.0275, -0.6085, 2.7829], [-1.1322, -1.9771, 2.1030], [-2.6926, -1.5202, 1.4300], [-0.0384, 1.6829, 3.1186], [1.5770, 1.2358, 2.5705], [0.4976, 0.0053, 3.2124], [1.3830, 3.1304, 0.7855], [1.3949, 2.9681, -0.9684], [2.4284, 1.9316, 0.0075], [-1.2033, 2.1711, -2.5936], [-0.6295, 0.5946, -3.1288], [0.5295, 1.8357, -2.6921], [1.9539, -4.0017, -0.1825], [1.6659, -2.8306, -0.2612], [0.5707, -2.2604, 0.1595], [2.6125, -1.7560, -0.9146], [3.6977, -2.0252, -1.3736], [2.0537, -0.5784, -0.8579]],
  "atomic_forces_ev_per_a": [[0.242, -0.246, -0.099], [-0.141, 0.079, 0.151], [-0.121, -0.084, 0.073], [-0.264, 0.227, -0.044], [0.047, 0.156, -0.050], [-0.041, 0.146, 0.045], [0.090, -0.087, -0.005], [0.040, -0.062, 0.032], [0.132, -0.140, -0.038], [0.070, -0.033, -0.005], [0.100, -0.092, -0.029], [-0.015, -0.009, -0.007], [0.018, 0.016, 0.003], [0.011, 0.020, 0.015], [-0.019, -0.010, 0.006], [0.000, 0.036, -0.034], [0.000, 0.006, 0.011], [-0.003, 0.012, 0.018], [-0.024, -0.004, -0.019], [-0.013, 0.009, -0.030], [0.003, 0.011, -0.005], [-0.003, 0.001, 0.011], [-0.040, -0.011, -0.007], [-0.001, 0.013, -0.025], [-0.004, -0.002, 0.025], [-0.005, -0.012, 0.020], [-0.003, -0.163, 0.037], [0.013, 0.311, -0.104], [0.049, -0.011, -0.034], [-0.247, -0.012, 0.235], [0.135, 0.001, -0.106], [-0.004, -0.069, -0.040]],
  "lowdin_charge": [0.1535, -0.2363, -0.2397, -0.2444, -0.2443, -0.2366, -0.0347, -0.0354, -0.0352, -0.0362, -0.0346, 0.0771, 0.0697, 0.0723, 0.0734, 0.0807, 0.0666, 0.0775, 0.0740, 0.0752, 0.0726, 0.0666, 0.0819, 0.0771, 0.0718, 0.0709, 0.0664, -0.5040, -0.0053, -0.5035, 0.0663, -0.0034],
  "total_charge": -1,
  "lumo_energy_ev": 3.212
}